303
Properties=species:S:1:pos:R:3:mulliken_charge:R:1 method="wB97M-V/def2-TZVPD" s2=15.7790 multiplicity=8 total_energy_ev=-124368.944
C 2.898 -4.671 4.033 -1.450
C 2.186 -3.282 4.063 0.723
C 0.726 -3.354 4.540 1.316
C 0.653 -3.805 5.983 -0.989
C -0.747 -3.945 6.568 0.356
C -0.550 -4.342 8.015 -1.504
H 3.877 -4.666 3.581 0.287
H 2.291 -5.243 3.319 0.250
H 2.854 -5.101 5.014 0.456
H 2.729 -2.503 4.654 0.465
H 2.177 -2.882 3.043 -0.836
H 0.187 -3.994 3.810 0.366
H 0.395 -2.353 4.327 -1.324
H 1.215 -4.741 6.069 0.422
H 1.110 -3.019 6.613 0.220
H -1.223 -2.959 6.517 0.111
H -1.368 -4.724 6.096 0.197
H -1.491 -4.226 8.598 0.418
H -0.212 -5.397 8.095 0.325
H 0.168 -3.693 8.514 0.334
C 2.727 4.405 -1.599 0.682
C 2.050 5.351 -2.572 -0.045
C 1.510 6.672 -1.921 -0.234
C 2.518 7.301 -0.978 0.013
C 2.250 8.765 -0.724 -0.889
C 0.812 9.153 -0.271 -0.876
H 3.050 3.459 -2.057 -0.360
H 1.959 4.140 -0.842 -0.700
H 3.579 4.938 -1.158 0.571
H 2.804 5.673 -3.279 0.536
H 1.264 4.889 -3.127 -0.740
H 0.599 6.390 -1.374 -0.052
H 1.282 7.416 -2.685 0.529
H 2.588 6.756 -0.041 -0.507
H 3.495 7.257 -1.428 0.472
H 2.955 9.257 -0.010 0.418
H 2.546 9.283 -1.647 0.382
H 0.913 10.202 0.062 0.350
H 0.044 9.087 -1.025 0.360
H 0.503 8.544 0.578 0.057
C 2.350 8.206 4.041 -1.570
C 2.141 6.819 3.430 0.347
C 0.676 6.558 2.999 -1.206
C 0.397 5.271 2.281 2.129
C -1.128 5.239 1.778 -1.090
C -1.407 3.880 1.054 0.038
H 1.965 8.455 5.050 0.340
H 1.914 8.979 3.385 0.317
H 3.462 8.376 4.064 0.380
H 2.810 6.823 2.546 0.020
H 2.526 5.992 4.038 0.294
H 0.424 7.436 2.402 0.175
H -0.033 6.639 3.825 0.431
H 1.076 5.063 1.425 -0.798
H 0.520 4.525 3.049 -0.548
H -1.858 5.362 2.623 0.425
H -1.367 6.007 1.043 0.511
H -0.805 3.940 0.133 0.214
H -1.182 3.019 1.679 -0.395
H -2.435 3.730 0.687 0.139
C -3.279 2.796 4.039 -0.815
C -2.072 1.978 4.502 1.196
C -1.050 2.774 5.265 -0.902
C 0.310 2.024 5.448 0.873
C 0.231 0.755 6.287 0.079
C 1.605 0.265 6.691 -1.181
H -2.984 3.621 3.411 -0.011
H -3.845 3.159 4.910 0.506
H -3.934 2.149 3.400 -0.203
H -2.477 1.163 5.093 0.706
H -1.510 1.733 3.600 -1.004
H -1.396 3.226 6.215 0.416
H -0.888 3.708 4.708 -0.171
H 0.808 1.739 4.505 -1.132
H 1.068 2.674 5.890 0.674
H -0.307 1.019 7.193 0.491
H -0.295 -0.037 5.783 -0.290
H 2.192 0.945 7.312 0.448
H 1.550 -0.638 7.274 0.393
H 2.169 0.190 5.769 -0.040
C -0.746 -0.354 -1.736 0.539
C -0.556 0.836 -0.714 0.298
C 0.934 1.186 -0.404 1.337
C 1.705 -0.035 0.053 1.823
C 0.966 -0.752 1.148 0.323
C 0.855 0.093 2.404 1.760
H -0.268 0.001 -2.634 -0.125
H -1.826 -0.381 -2.034 -0.652
H -0.503 -1.381 -1.461 -0.326
H -1.056 1.672 -1.174 0.894
H -1.085 0.647 0.226 -0.666
H 1.040 1.939 0.389 -0.825
H 1.520 1.579 -1.230 -0.021
H 1.991 -0.784 -0.714 -0.937
H 2.654 0.336 0.492 -0.668
H 0.012 -1.158 0.862 -0.395
H 1.627 -1.656 1.328 -0.432
H 1.879 0.460 2.652 -0.216
H 0.145 0.941 2.273 -0.623
H 0.598 -0.635 3.254 -0.978
C -4.447 -4.620 4.059 -1.521
C -5.331 -3.842 3.042 1.386
C -6.248 -2.926 3.787 -1.061
C -5.526 -1.769 4.482 -0.957
C -4.763 -0.997 3.387 0.088
C -3.705 -1.737 2.627 2.531
N -4.390 -3.037 2.099 0.985
O -3.736 -3.687 1.267 -0.680
C -3.281 -0.987 1.413 -0.144
C -2.377 -2.209 3.376 -0.456
C -6.012 -4.835 2.107 -1.489
H -3.768 -4.024 4.697 0.252
H -3.842 -5.273 3.438 0.267
H -5.068 -5.308 4.664 0.444
H -6.983 -2.441 3.084 0.146
H -6.783 -3.515 4.533 0.496
H -4.797 -2.160 5.210 0.247
H -6.194 -1.085 4.984 0.524
H -4.262 -0.182 3.934 -0.568
H -5.449 -0.591 2.652 -0.405
H -2.570 -0.201 1.689 -0.573
H -2.742 -1.583 0.641 -0.018
H -4.124 -0.482 0.978 -0.218
H -1.950 -1.290 3.884 0.028
H -2.364 -2.943 4.210 -0.627
H -1.623 -2.450 2.617 0.019
H -6.396 -4.273 1.219 0.144
H -6.899 -5.342 2.543 0.370
H -5.263 -5.539 1.710 0.359
C -3.860 -3.088 -3.271 -1.697
C -3.596 -4.389 -2.642 3.571
C -4.644 -4.942 -1.707 -0.957
C -4.618 -6.419 -1.482 -0.392
C -4.757 -7.149 -2.755 -1.435
C -3.627 -6.878 -3.697 1.368
N -3.535 -5.383 -3.799 0.502
O -2.637 -5.007 -4.770 -0.588
C -2.228 -7.415 -3.248 -1.735
C -4.039 -7.316 -5.121 -1.699
C -2.194 -4.269 -2.019 -2.072
H -2.998 -2.762 -3.812 0.550
H -4.082 -2.287 -2.601 -0.322
H -4.662 -3.116 -4.016 0.492
H -4.560 -4.275 -0.883 -0.500
H -5.636 -4.790 -2.133 0.449
H -5.434 -6.604 -0.774 0.339
H -3.661 -6.721 -0.981 0.256
H -5.709 -6.800 -3.210 0.335
H -4.825 -8.226 -2.599 0.549
H -1.918 -7.078 -2.270 0.274
H -2.367 -8.478 -3.213 0.448
H -1.549 -7.197 -4.070 0.467
H -4.697 -6.532 -5.519 0.406
H -3.176 -7.440 -5.779 0.348
H -4.535 -8.296 -5.101 0.379
H -2.113 -3.326 -1.489 -0.053
H -1.507 -4.277 -2.846 1.056
H -1.906 -5.017 -1.248 0.075
C 1.155 -3.343 -1.242 0.220
C 2.275 -4.338 -0.980 1.133
C 2.496 -5.293 -2.130 -1.290
C 3.792 -6.058 -2.015 -1.030
C 4.931 -5.045 -1.940 -1.040
C 4.935 -4.108 -0.812 1.471
N 3.503 -3.549 -0.744 0.322
O 3.390 -2.559 0.036 1.091
C 5.133 -4.817 0.588 -1.122
C 5.854 -2.957 -0.896 -1.066
C 1.908 -5.024 0.374 -1.801
H 0.683 -2.967 -0.306 -0.216
H 0.323 -3.818 -1.791 -0.357
H 1.462 -2.455 -1.799 -0.190
H 1.696 -6.027 -2.226 0.367
H 2.539 -4.817 -3.087 0.467
H 3.995 -6.662 -2.895 0.543
H 3.789 -6.654 -1.127 0.440
H 4.790 -4.501 -2.912 0.036
H 5.892 -5.523 -2.025 0.516
H 5.026 -3.987 1.257 -0.048
H 4.539 -5.666 0.882 0.359
H 6.157 -5.195 0.606 0.492
H 5.739 -2.453 -1.862 -0.508
H 5.650 -2.254 -0.103 -0.176
H 6.913 -3.265 -0.885 0.548
H 0.934 -5.486 0.303 0.509
H 1.857 -4.256 1.123 0.145
H 2.602 -5.775 0.753 0.455
C -2.976 0.595 -5.106 -1.143
C -2.965 1.841 -6.043 1.775
C -3.792 3.061 -5.519 -1.523
C -3.151 3.674 -4.293 0.968
C -1.813 4.235 -4.752 -2.047
C -0.869 3.251 -5.317 2.591
N -1.605 2.370 -6.256 0.297
O -0.714 1.399 -6.748 -0.597
C 0.325 3.869 -6.111 -2.220
C -0.260 2.326 -4.209 -0.519
C -3.350 1.393 -7.453 -2.068
H -4.017 0.286 -4.958 0.480
H -2.549 0.741 -4.121 -0.315
H -2.405 -0.266 -5.519 0.498
H -3.809 3.917 -6.212 0.425
H -4.786 2.616 -5.335 0.427
H -2.950 2.874 -3.535 -0.830
H -3.817 4.430 -3.924 0.654
H -1.338 4.923 -3.995 0.142
H -2.117 4.925 -5.498 0.669
H 0.630 3.131 -6.782 0.475
H -0.109 4.689 -6.662 0.493
H 1.008 4.353 -5.458 0.299
H 0.368 1.614 -4.731 0.235
H 0.245 2.827 -3.402 0.218
H -1.047 1.787 -3.670 -0.614
H -4.275 0.830 -7.431 0.379
H -2.594 0.707 -7.855 0.440
H -3.331 2.267 -8.095 0.464
C -5.904 2.186 -2.386 -1.132
C -5.276 1.712 -1.053 1.147
C -5.818 2.279 0.258 -0.116
C -7.280 1.873 0.309 -1.212
C -7.342 0.309 0.434 -0.711
C -6.747 -0.384 -0.738 1.451
N -5.417 0.207 -0.978 -0.004
O -4.770 -0.511 -1.760 -0.010
C -6.592 -1.950 -0.449 -1.155
C -7.555 -0.404 -2.087 -1.802
C -3.704 1.912 -1.150 -0.792
H -5.363 3.116 -2.624 0.327
H -7.005 2.417 -2.300 0.449
H -5.605 1.410 -3.112 -0.039
H -5.357 1.742 1.117 -0.227
H -5.564 3.345 0.376 0.511
H -7.829 2.239 -0.592 0.485
H -7.729 2.472 1.155 0.408
H -8.367 -0.025 0.661 0.533
H -6.694 0.070 1.278 -0.412
H -5.722 -1.956 0.232 -0.236
H -7.538 -2.216 0.029 0.737
H -6.324 -2.430 -1.369 0.297
H -8.324 -1.123 -1.853 0.566
H -8.095 0.497 -2.411 0.285
H -6.886 -0.772 -2.902 0.244
H -3.611 2.999 -1.090 0.961
H -3.461 1.537 -2.137 -0.534
H -3.150 1.379 -0.402 -0.344
C 5.286 3.470 3.680 -1.961
C 4.702 2.732 2.504 0.966
C 5.551 2.885 1.243 -0.103
C 6.801 2.049 1.314 -1.528
C 6.323 0.565 1.376 0.000
C 5.587 0.275 2.657 1.223
N 4.519 1.295 2.952 1.463
O 3.883 1.253 3.963 -0.656
C 4.756 -1.078 2.626 -1.490
C 6.421 0.212 3.893 -1.585
C 3.303 3.198 2.252 -0.993
H 4.670 3.259 4.559 0.221
H 5.338 4.539 3.462 0.441
H 6.277 2.995 3.749 0.558
H 4.951 2.469 0.349 -0.573
H 5.761 3.989 1.059 0.570
H 7.270 2.378 2.236 0.816
H 7.439 2.306 0.400 0.379
H 7.111 -0.224 1.289 0.676
H 5.563 0.280 0.593 -0.886
H 5.268 -1.935 2.140 -0.034
H 4.448 -1.416 3.629 0.625
H 3.843 -0.875 2.033 -0.061
H 7.157 -0.580 3.708 0.402
H 6.962 1.165 4.121 0.315
H 5.790 -0.034 4.751 0.361
H 2.593 3.193 3.090 0.095
H 2.838 2.530 1.463 -0.206
H 3.248 4.206 1.807 0.291
C 2.689 0.913 -4.062 -1.811
C 3.952 0.182 -4.122 1.352
C 4.611 0.275 -5.501 -1.182
C 6.028 -0.220 -5.442 -0.706
C 6.773 0.844 -4.714 -1.203
C 6.313 1.028 -3.227 1.315
N 4.896 0.775 -3.146 0.380
O 4.393 1.003 -1.986 0.908
C 7.015 0.019 -2.217 -1.335
C 6.499 2.416 -2.727 -1.697
C 3.780 -1.286 -3.553 -2.123
H 2.224 0.463 -4.979 0.788
H 2.765 1.986 -4.383 0.467
H 2.110 0.815 -3.141 -0.559
H 4.036 -0.210 -6.296 0.551
H 4.798 1.253 -5.976 0.285
H 6.480 -0.513 -6.365 0.425
H 5.939 -1.112 -4.773 0.223
H 6.619 1.648 -5.421 0.349
H 7.855 0.690 -4.706 0.509
H 6.527 0.168 -1.283 -0.209
H 6.963 -0.985 -2.563 0.590
H 8.030 0.312 -2.076 0.606
H 6.575 2.347 -1.662 0.099
H 7.504 2.632 -3.145 0.524
H 5.735 3.090 -3.117 0.212
H 3.074 -1.704 -4.211 0.981
H 3.458 -1.134 -2.515 0.265
H 4.645 -1.894 -3.644 0.280